# C4H14N4

A 2-piece molecular cluster, C4H14N4 overall at a distorted geometry (the ωB97M-V functional and the def2-TZVPD basis, OMol25).

Calculated values
* net charge: +2
* maximum force: 4.1 eV Å⁻¹
* gap between HOMO and LUMO: 0.2587 Ha

The geometry in XYZ format:
```
22
C4H14N4 the ωB97M-V functional and the def2-TZVPD basis
N 3.45390 -0.46167 -0.47371
N -3.08735 -0.34392 0.20630
N 2.37700 0.32447 -0.32127
N -1.99251 0.25659 0.26553
C -4.42219 0.17019 0.51670
C 1.17021 -0.12462 -0.35612
C 0.85667 -1.55751 -0.20305
C 2.66025 1.75605 -0.07657
H 1.43003 -2.32790 -0.69341
H -2.02123 1.22845 0.42358
H -0.13946 -1.74624 -0.31761
H 3.27429 -1.43445 -0.81399
H -4.94662 -0.63045 1.11257
H 0.95303 -1.70614 0.83178
H -4.17380 0.98903 1.22874
H 0.36318 0.58732 -0.18053
H -5.00841 0.30431 -0.46822
H 2.21562 1.92349 0.95147
H 3.68784 1.91957 -0.06765
H -3.01366 -1.29653 -0.11775
H 4.35588 -0.07332 -0.70365
H 2.00732 2.24327 -0.74315
```

Here are the natural (NBO) charges for atoms 1 to 4, given in e:
1 N -0.59
2 N -0.04
3 N -0.03
4 N -0.13



# C31H35F9N4OP2Sr

C31H35F9N4OP2Sr as an isolated structure at a distorted geometry (the ωB97M-V functional and the def2-TZVPD basis, OMol25).

Calculated values
* maximum force: 5.5 eV Å⁻¹
* gap between HOMO and LUMO (alpha / beta): 0.1260 / 0.1247 Ha

The geometry in XYZ format:
```
83
C31H35F9N4OP2Sr the ωB97M-V functional and the def2-TZVPD basis
Sr -1.66111 -0.89134 0.58252
P 2.35299 -0.52228 -0.64824
P 0.39858 1.73022 0.67081
F 4.41431 -0.62222 1.87167
F 2.86540 -2.88048 4.90494
F 1.96488 -0.18071 5.06889
F 2.66200 0.99898 3.31573
F 4.05361 -0.34626 4.39160
F 3.56442 -2.49527 1.10648
F 2.11830 -3.78808 3.03746
F 4.59769 -2.49959 3.01791
F 0.76430 -2.66855 4.34409
O 1.35346 -1.11784 2.14428
N -1.36340 2.54349 0.97345
N 0.85292 -1.76539 -0.55634
N 3.22416 -1.48961 -1.77430
N 1.14558 3.26963 0.86464
C -2.28724 -1.47974 -3.17122
C 4.87810 -2.81700 -2.59090
C -0.29050 -1.84787 -1.35585
C -3.50366 2.59554 1.76326
C 1.27777 3.85181 2.14510
C 2.03076 -2.69184 3.84771
C -3.30180 3.73880 0.94417
C 1.67557 4.16560 -0.07130
C 2.33574 -1.38539 2.96147
C -2.28841 -0.09000 -3.72480
C 2.13529 5.29300 0.60446
C -1.98936 3.68730 0.46727
C 2.76198 -2.05715 -2.97168
C 3.75221 -1.75664 2.23720
C 1.55297 0.67040 -1.78448
C 0.42348 1.52264 -1.14987
C 1.88718 5.09214 2.00282
C -1.01267 -3.00681 -0.98862
C -2.88167 0.91318 -2.70720
C 4.53534 -1.95680 -1.55583
C -4.69435 -1.35412 -2.45591
C -3.65622 -0.08631 -0.47992
C 3.75607 -2.88138 -3.48545
C 2.76603 -0.20205 3.96189
C -3.37943 -2.03642 -2.61215
C -0.30895 -3.64905 0.03034
C -0.47772 0.41106 3.71469
C -2.31940 1.87129 1.76610
C -2.70711 0.59643 -1.23967
C 0.84556 -2.90064 0.24416
C -4.86214 -0.71055 -1.04971
H -5.25581 -1.45825 -0.34526
H 1.66419 3.92396 -1.11700
H -2.00508 1.06450 2.42073
H 2.14116 5.75713 2.81332
H -0.55100 -0.95899 -1.91999
H -0.49898 -0.63003 4.07907
H 2.38516 1.33229 -2.09320
H -5.48399 -2.11676 -2.55958
H 0.92579 3.30651 3.01938
H -5.59965 0.10451 -1.09746
H -0.62812 -4.56199 0.51949
H -1.04350 1.14081 4.31763
H -3.82795 0.27814 0.56618
H -4.41295 2.32019 2.29514
H -4.01293 4.52930 0.74955
H -2.44328 1.91508 -2.93506
H 5.80658 -3.36224 -2.68361
H 0.48518 0.79890 3.34930
H 0.41073 2.53359 -1.57187
H 5.08451 -1.63454 -0.68381
H -2.87693 -0.04673 -4.66125
H -2.28664 1.46856 -0.71488
H -3.95236 1.07845 -2.96347
H 1.66896 -3.11333 0.87722
H -1.43025 4.40789 -0.10977
H -0.54423 1.10226 -1.46271
H -1.39917 -2.07616 -3.41882
H 3.67563 -3.48967 -4.37798
H 1.77643 -1.80332 -3.35308
H -3.41737 -3.10757 -2.36528
H 2.61983 6.14058 0.15011
H -4.88047 -0.61404 -3.25103
H -1.97188 -3.36006 -1.37418
H -1.27682 0.21811 -4.02454
H 1.19366 0.13881 -2.68497
```

Here are the Mulliken charges for atoms 1 to 4, given in e:
1 Sr 1.63
2 P -0.21
3 P -0.57
4 F -0.28



| no. | electronic energy (eV) |
| --- | --- |
| 1 | -10315.0319 |
| 2 | -84586.2254 |